Record 1
{"formula": "C14H17FN6O4S", "method": "ωB97M-V/def2-TZVPD", "e_lumo_ev": 0.137, "de_lowest_kj_mol": 198.0, "homo_ev": -9.582, "orbital_gap_ha": 0.357, "smiles": "COC(=O)CNc1nc(F)nc(NCCc2ccc(S(N)(=O)=O)cc2)n1", "species": ["C", "O", "C", "O", "C", "N", "C", "N", "C", "F", "N", "C", "N", "C", "C", "C", "C", "C", "C", "S", "N", "O", "O", "C", "C", "N", "H", "H", "H", "H", "H", "H", "H", "H", "H", "H", "H", "H", "H", "H", "H", "H", "H"], "xyz": [[1.60, -6.23, -2.06], [1.78, -6.22, -0.61], [1.60, -4.89, -0.20], [1.18, -4.01, -0.91], [1.91, -4.49, 1.19], [1.81, -3.01, 1.45], [2.62, -2.13, 0.81], [3.79, -2.51, 0.52], [4.52, -1.59, -0.07], [5.84, -1.90, -0.32], [4.02, -0.38, -0.41], [2.86, -0.10, 0.04], [2.35, 1.18, -0.12], [0.93, 1.34, -0.37], [0.61, 2.69, -1.07], [-0.85, 3.03, -0.51], [-1.99, 2.38, -1.02], [-3.25, 2.72, -0.57], [-3.42, 3.74, 0.44], [-4.89, 4.09, 1.36], [-5.66, 2.69, 1.07], [-5.66, 5.32, 0.93], [-4.78, 4.17, 2.79], [-2.23, 4.28, 1.00], [-1.05, 3.98, 0.51], [2.12, -0.98, 0.58], [2.25, -5.62, -2.75], [0.47, -5.88, -2.20], [1.64, -7.24, -2.39], [2.91, -4.88, 1.50], [1.20, -5.00, 1.80], [0.86, -2.66, 1.37], [3.06, 1.75, -0.63], [0.58, 0.52, -1.07], [0.33, 1.23, 0.60], [1.26, 3.51, -0.74], [0.63, 2.39, -2.12], [-1.95, 1.78, -1.90], [-4.10, 2.19, -0.94], [-6.16, 2.59, 1.86], [-6.22, 2.87, 0.24], [-2.30, 4.85, 1.89], [-0.22, 4.44, 1.06]], "mulliken_charge": [-0.606, -0.350, 0.873, -0.534, -0.910, -0.290, 0.645, -0.492, 0.356, -0.243, -0.610, 0.425, -0.211, -0.327, -0.824, 0.302, -0.451, -0.352, 0.392, 1.141, -0.574, -0.644, -0.647, -0.543, -0.598, -0.308, 0.254, 0.241, 0.290, 0.332, 0.427, 0.283, 0.314, 0.225, 0.266, 0.407, 0.371, 0.376, 0.355, 0.303, 0.277, 0.392, 0.270]}

Record 2
{"formula": "C14H17IN2O2Tc", "method": "ωB97M-V/def2-TZVPD", "e_lumo_ev": [-9.043, -9.345], "de_lowest_kj_mol": 33.8, "homo_ev": [-16.016, -16.077], "orbital_gap_ha": [0.256, 0.247], "total_charge": 2, "multiplicity": 4, "species": ["C", "C", "H", "H", "H", "H", "H", "H", "C", "C", "C", "C", "H", "H", "H", "H", "N", "C", "C", "N", "C", "C", "C", "H", "H", "C", "H", "H", "Tc", "I", "C", "O", "C", "O", "H", "H", "H"], "xyz": [[2.53, 2.82, 0.58], [3.28, 1.54, 0.23], [2.31, 3.42, -0.31], [3.16, 3.42, 1.23], [1.59, 2.69, 1.18], [2.75, 0.87, -0.47], [4.21, 1.81, -0.28], [3.57, 0.98, 1.13], [-2.20, 1.77, -0.65], [-3.50, 1.36, -0.96], [-3.70, 0.23, -1.74], [-2.58, -0.49, -2.14], [-2.00, 2.73, -0.18], [-4.32, 1.95, -0.57], [-4.71, -0.09, -2.03], [-2.66, -1.37, -2.77], [-1.15, 0.95, -0.84], [-1.30, -0.16, -1.62], [-0.17, -1.05, -1.60], [0.85, -0.62, -0.80], [1.91, -1.41, -0.56], [0.85, -3.23, -1.75], [1.93, -2.72, -1.03], [2.71, -0.96, 0.02], [2.79, -3.34, -0.78], [-0.19, -2.37, -2.07], [-1.07, -2.69, -2.63], [0.81, -4.28, -2.04], [0.54, 1.15, 0.37], [-0.73, 2.49, 2.28], [-0.73, -0.86, 3.72], [0.14, -0.80, 2.57], [-0.51, -0.34, 1.41], [-1.65, -0.73, 1.12], [-0.19, -0.36, 4.53], [-0.88, -1.90, 3.95], [-1.71, -0.39, 3.53]], "lowdin_spin": [0.035, 0.041, 0.002, 0.004, 0.008, 0.014, 0.009, 0.002, 0.019, -0.004, 0.021, 0.000, 0.003, -0.001, 0.001, 0.000, -0.015, 0.014, 0.011, 0.027, 0.019, 0.014, 0.001, 0.002, 0.000, 0.001, 0.000, 0.001, 2.649, 0.229, 0.000, -0.014, -0.061, -0.032, 0.001, -0.001, 0.001]}

Record 3
{"formula": "C14H17IN6O3STi", "method": "ωB97M-V/def2-TZVPD", "e_lumo_ev": [-6.264, -7.438], "de_lowest_kj_mol": 43.2, "homo_ev": [-13.736, -14.681], "orbital_gap_ha": [0.275, 0.266], "total_charge": 2, "multiplicity": 3, "species": ["Ti", "N", "C", "C", "C", "C", "C", "C", "N", "C", "C", "C", "S", "C", "N", "H", "H", "H", "H", "H", "H", "H", "C", "O", "C", "O", "N", "N", "H", "H", "H", "H", "H", "H", "N", "C", "O", "C", "I", "H", "H", "H", "H"], "xyz": [[0.13, -0.62, 0.09], [-3.44, 1.08, 0.05], [-2.89, 2.33, -0.26], [-3.45, 3.60, -0.29], [-2.61, 4.62, -0.69], [-1.27, 4.37, -1.05], [-0.74, 3.10, -1.02], [-1.58, 2.08, -0.60], [-1.34, 0.69, -0.46], [-2.50, 0.16, -0.08], [-2.63, -1.30, -0.04], [-3.72, -2.08, -0.08], [-3.25, -3.70, -0.33], [-1.64, -3.25, -0.38], [-1.42, -1.98, -0.20], [-4.39, 0.92, 0.36], [-4.48, 3.79, -0.03], [-2.99, 5.63, -0.73], [-0.66, 5.20, -1.38], [0.27, 2.91, -1.35], [-4.76, -1.80, 0.00], [-0.85, -3.97, -0.55], [4.49, -2.43, -2.10], [3.28, -1.60, -2.18], [2.36, -1.71, -1.30], [1.36, -0.92, -1.35], [2.43, -2.62, -0.33], [1.48, -2.47, 0.70], [5.10, -2.11, -2.92], [4.22, -3.48, -2.22], [4.99, -2.24, -1.16], [3.24, -3.18, -0.19], [1.98, -2.16, 1.52], [1.07, -3.37, 0.89], [1.25, 1.14, 0.87], [0.93, 0.54, 2.14], [-0.03, -0.36, 1.97], [1.65, 0.74, 3.26], [3.77, -0.72, 2.39], [0.73, 2.00, 0.73], [2.23, 1.35, 0.81], [1.38, 0.22, 4.17], [2.32, 1.59, 3.32]], "lowdin_spin": [0.936, 0.002, 0.000, 0.000, 0.000, 0.001, 0.000, 0.005, 0.009, 0.004, 0.003, 0.001, 0.002, 0.010, 0.006, 0.000, 0.000, 0.000, 0.000, 0.000, 0.000, 0.000, 0.001, 0.000, 0.001, 0.006, 0.002, 0.011, 0.000, 0.000, 0.002, 0.002, 0.004, 0.001, 0.024, 0.188, 0.071, 0.119, 0.583, 0.006, 0.002, -0.003, -0.001]}

Record 4
{"formula": "C14H17N3", "method": "ωB97M-V/def2-TZVPD", "e_lumo_ev": [3.541, 3.500], "de_lowest_kj_mol": 0.0, "homo_ev": [0.296, -3.107], "orbital_gap_ha": [0.119, 0.243], "total_charge": -1, "multiplicity": 2, "species": ["C", "C", "C", "C", "C", "N", "N", "H", "H", "H", "H", "H", "H", "H", "H", "C", "C", "C", "C", "C", "C", "C", "C", "C", "N", "H", "H", "H", "H", "H", "H", "H", "H", "H"], "xyz": [[-2.24, -0.87, -0.22], [-3.55, -1.07, -1.01], [-1.09, -1.67, -0.74], [0.00, -1.21, -1.43], [0.37, -3.23, -0.69], [-0.84, -2.95, -0.29], [0.91, -2.23, -1.43], [-1.88, 0.16, -0.15], [-2.44, -1.06, 0.83], [-3.43, -0.99, -2.09], [0.01, -0.25, -1.90], [0.83, -4.21, -0.64], [1.90, -2.03, -1.52], [-4.21, -0.26, -0.71], [-3.92, -2.07, -0.79], [-0.92, 3.09, 0.83], [-0.42, 0.99, 2.23], [-0.15, 1.89, 1.23], [1.49, 0.31, 1.27], [1.07, 1.47, 0.62], [2.55, -0.46, 0.73], [1.81, 2.06, -0.46], [3.20, 0.05, -0.42], [2.83, 1.26, -1.00], [0.52, -0.01, 2.18], [-1.17, 0.97, 3.02], [0.67, -0.68, 2.92], [-0.86, 3.89, 1.57], [-2.00, 2.91, 0.68], [2.63, -1.46, 1.12], [1.48, 2.97, -0.96], [4.08, -0.46, -0.81], [3.43, 1.59, -1.84], [-0.68, 3.55, -0.14]], "lowdin_spin": [0.003, 0.000, 0.000, 0.001, 0.002, 0.000, 0.005, 0.001, 0.002, 0.000, 0.001, 0.000, 0.007, 0.000, 0.000, -0.002, 0.146, 0.020, 0.029, 0.072, 0.224, 0.214, 0.118, 0.051, 0.020, 0.023, 0.003, 0.000, 0.000, 0.025, 0.025, 0.009, -0.001, 0.001]}

Record 5
{"formula": "C14H17N3", "method": "ωB97M-V/def2-TZVPD", "e_lumo_ev": 0.764, "de_lowest_kj_mol": 70.4, "homo_ev": -7.940, "orbital_gap_ha": 0.320, "smiles": "Cc1c[nH]c2ccccc12.CCc1c[nH]cn1", "species": ["C", "C", "C", "N", "C", "C", "C", "C", "C", "C", "H", "H", "H", "H", "H", "H", "H", "H", "H", "C", "C", "C", "C", "N", "C", "N", "H", "H", "H", "H", "H", "H", "H", "H"], "xyz": [[-1.20, -0.13, -2.98], [-0.88, 0.55, -1.68], [-1.75, 1.19, -0.85], [-1.07, 1.94, 0.10], [0.25, 2.01, -0.29], [1.34, 2.55, 0.40], [2.60, 2.22, -0.04], [2.79, 1.42, -1.17], [1.72, 0.79, -1.79], [0.43, 1.08, -1.33], [-1.58, -1.12, -2.69], [-0.34, -0.42, -3.57], [-2.02, 0.35, -3.51], [-2.81, 1.01, -0.77], [-1.52, 2.72, 0.55], [1.13, 3.00, 1.37], [3.49, 2.53, 0.49], [3.77, 1.21, -1.59], [1.79, -0.04, -2.48], [-1.57, -3.99, 0.51], [-0.59, -2.90, 0.02], [-0.36, -1.82, 1.04], [0.72, -1.02, 1.28], [0.36, -0.22, 2.34], [-0.89, -0.58, 2.71], [-1.31, -1.58, 2.00], [-1.00, -4.79, 1.00], [-1.90, -4.56, -0.38], [-2.46, -3.58, 0.96], [0.33, -3.41, -0.27], [-1.13, -2.37, -0.77], [1.75, -1.01, 0.97], [0.92, 0.55, 2.66], [-1.39, -0.05, 3.50]], "mulliken_charge": [-1.252, 0.350, -0.670, 0.058, -0.285, -0.907, -0.449, -0.757, -0.402, 1.168, 0.320, 0.323, 0.320, 0.404, 0.274, 0.473, 0.388, 0.377, 0.294, -1.264, 0.124, 0.470, -0.774, 0.069, -0.340, -0.585, 0.296, 0.362, 0.369, 0.421, -0.228, 0.397, 0.244, 0.414]}

Record 6
{"formula": "C14H17N3O3", "method": "ωB97M-V/def2-TZVPD", "e_lumo_ev": 0.495, "de_lowest_kj_mol": 965.3, "homo_ev": -8.174, "orbital_gap_ha": 0.319, "species": ["C", "C", "C", "C", "C", "C", "C", "C", "C", "C", "C", "C", "C", "C", "H", "H", "H", "H", "H", "H", "H", "H", "H", "H", "H", "H", "H", "H", "H", "H", "H", "N", "N", "N", "O", "O", "O"], "xyz": [[1.34, -3.27, 0.67], [1.30, -2.10, -0.31], [2.11, -4.46, 0.32], [-0.11, -0.74, 1.30], [-1.39, -1.28, 1.09], [0.00, 0.89, 1.60], [-0.83, 1.82, 0.58], [-2.21, 2.11, 0.62], [-0.25, 2.37, -0.60], [-1.22, 3.18, -1.15], [1.12, 2.43, -0.94], [-1.03, 4.13, -2.23], [1.30, 3.32, -2.09], [0.26, 4.15, -2.75], [-0.80, -3.16, 0.09], [0.18, -5.09, 0.65], [1.74, -3.07, 1.67], [1.76, -5.32, 1.12], [3.37, -4.49, 0.34], [1.85, -4.67, -0.92], [0.36, -0.21, -0.53], [0.61, -1.09, 2.18], [-0.50, 0.89, 2.61], [1.07, 1.20, 1.60], [-2.90, 1.93, 1.50], [-3.28, 3.21, -0.61], [1.95, 2.03, -0.54], [-1.75, 4.78, -2.71], [2.44, 3.43, -2.10], [0.73, 4.65, -3.64], [-3.18, -1.17, 1.83], [0.00, -3.59, 1.04], [0.56, -1.02, 0.07], [-2.43, 2.82, -0.53], [1.92, -2.10, -1.45], [-1.97, -1.45, 0.02], [-2.15, -1.08, 2.19]], "mulliken_charge": [0.652, 0.603, -1.479, 0.702, -0.060, -1.238, 0.590, -0.649, 1.073, -0.217, -0.598, -0.859, -0.551, -0.482, 0.342, 0.286, 0.122, 0.344, 0.282, 0.261, 0.049, 0.162, 0.473, 0.327, 0.361, 0.103, 0.493, 0.387, 0.212, 0.327, 0.420, -0.771, 0.218, -0.014, -0.731, -0.614, -0.526]}